<1>
ORCA calculation (the ωB97M-V functional and the def2-TZVPD basis) on C5H11N as an isolated structure.

Values from the calculation:
HOMO-LUMO gap: 8.30 eV
lowest unoccupied orbital energy: 0.0396 hartree

ORCA input file:
```
! RIJCOSX wB97M-V def2-TZVPD def2/J DEFGRID3
* xyz 0 1
N -0.54 0.13 -0.13
C -0.68 1.44 -2.22
C 1.54 -0.69 0.87
C 0.07 -0.38 0.90
C -0.73 -0.78 2.10
C -0.02 0.35 -1.43
H -1.76 -0.42 2.01
H 1.05 0.20 -1.59
H -0.54 1.29 -3.29
H 1.93 -0.87 1.87
H 1.75 -1.58 0.26
H -1.05 -0.51 -1.02
H -0.76 -1.87 2.23
H -0.28 2.43 -1.96
H -0.31 -0.36 3.02
H -1.76 1.47 -2.02
H 2.10 0.14 0.42
*
```


<2>
ORCA calculation (the ωB97M-V functional and the def2-TZVPD basis) on one molecule with the formula C5H11N.

Values from the calculation:
HOMO-LUMO gap: 9.89 eV
lowest unoccupied orbital energy: 0.0394 hartree

ORCA input file:
```
! RIJCOSX wB97M-V def2-TZVPD def2/J DEFGRID3
* xyz 0 1
N 0.89 0.66 -0.03
C -0.47 0.17 0.11
C 1.96 -0.19 -0.51
C -0.84 -1.28 -0.14
C -1.50 1.16 -0.38
C 0.37 0.46 1.31
H -1.40 2.13 0.12
H 0.21 1.36 1.90
H -1.68 -1.56 0.50
H 2.92 0.22 -0.19
H 1.91 -1.24 -0.17
H 1.94 -0.19 -1.61
H -0.02 -1.97 0.08
H -2.52 0.79 -0.21
H -1.37 1.32 -1.46
H 0.73 -0.40 1.88
H -1.14 -1.44 -1.19
*
```


The most stable of them is <2>.